98
Properties=species:S:1:pos:R:3:lowdin_charge:R:1 method="wB97M-V/def2-TZVPD" relative_energy_kcal_mol=0.0 total_charge=+1 fmax_ev_per_a=2.5 orbital_gap_ev=6.83
C 0.09 -2.86 -1.27 0.002
C -1.24 -2.50 -1.82 -0.293
C -1.55 -2.64 -3.26 0.001
N -2.17 -2.02 -1.00 0.095
N -2.34 -0.67 -0.97 -0.118
C -1.79 0.05 -0.03 0.038
C -1.90 1.41 0.15 -0.231
N -1.26 2.09 1.16 0.158
C -2.68 2.05 -0.80 -0.096
C -2.84 3.54 -0.74 -0.054
C -1.61 4.17 -1.47 -0.120
O -0.92 3.11 -2.17 -0.155
C 0.47 3.28 -2.14 -0.084
C 1.13 2.26 -3.06 -0.583
F 0.29 1.22 -3.29 0.123
F 2.24 1.76 -2.51 0.138
F 1.42 2.77 -4.26 0.164
C -3.23 1.22 -1.79 -0.156
C -4.05 1.86 -2.90 -0.086
C -5.08 0.90 -3.55 -0.391
C -6.43 1.67 -3.65 -0.072
C -4.63 0.59 -4.99 -0.072
N -3.09 -0.08 -1.90 0.224
H 0.75 -2.03 -1.53 0.118
H 0.44 -3.79 -1.72 0.098
H 0.04 -2.96 -0.20 0.088
H -2.48 -3.19 -3.39 0.108
H -0.73 -3.11 -3.78 0.091
H -1.74 -1.64 -3.67 0.095
H -1.18 -0.50 0.68 0.151
H -0.60 1.52 1.67 0.108
H -1.91 2.56 1.79 0.119
H -2.77 3.84 0.30 0.114
H -3.73 3.90 -1.22 0.111
H -1.91 4.90 -2.22 0.136
H -0.90 4.58 -0.75 0.122
H 0.72 4.30 -2.43 0.148
H 0.87 3.13 -1.13 0.141
H -3.32 2.17 -3.65 0.133
H -4.59 2.71 -2.49 0.097
H -5.29 0.02 -2.96 0.117
H -6.99 1.51 -2.73 0.078
H -7.02 1.24 -4.45 0.079
H -6.25 2.73 -3.82 0.078
H -5.06 -0.32 -5.40 0.081
H -3.54 0.61 -5.09 0.067
H -4.98 1.42 -5.62 0.082
C -6.87 -1.97 2.94 -0.064
C -5.93 -1.23 1.99 -0.430
C -4.46 -1.25 2.44 -0.213
O -4.16 -0.35 3.49 -0.201
C -4.45 -0.82 4.80 -0.095
N -6.43 0.13 1.79 0.045
H -7.08 -1.39 3.84 0.068
H -7.83 -2.15 2.45 0.080
H -6.46 -2.93 3.23 0.082
H -5.97 -1.75 1.02 0.135
H -3.85 -0.92 1.60 0.094
H -4.14 -2.27 2.70 0.123
H -4.29 -1.90 4.88 0.094
H -5.48 -0.58 5.08 0.079
H -3.79 -0.32 5.49 0.088
H -5.86 0.59 1.08 0.057
H -6.24 0.66 2.64 0.071
C 7.06 2.54 -0.04 -0.065
C 5.61 2.11 -0.29 -0.429
C 5.32 0.66 0.13 -0.220
O 5.80 -0.32 -0.76 -0.193
C 7.17 -0.66 -0.60 -0.097
N 5.28 2.34 -1.69 0.050
H 7.74 2.12 -0.78 0.067
H 7.14 3.63 -0.11 0.078
H 7.39 2.24 0.95 0.081
H 4.97 2.75 0.33 0.134
H 4.24 0.53 0.15 0.114
H 5.68 0.46 1.15 0.110
H 7.48 -0.62 0.45 0.082
H 7.81 -0.01 -1.20 0.079
H 7.30 -1.68 -0.96 0.090
H 4.29 2.14 -1.83 0.037
H 5.75 1.63 -2.24 0.075
C 6.84 -2.26 3.08 -0.072
C 6.15 -3.39 3.84 -0.428
C 4.92 -3.94 3.12 -0.202
O 3.76 -3.12 3.20 -0.188
C 3.71 -2.06 2.27 -0.119
N 5.84 -2.93 5.20 0.042
H 6.30 -1.32 3.16 0.060
H 7.84 -2.08 3.50 0.081
H 6.96 -2.50 2.03 0.070
H 6.87 -4.21 3.92 0.138
H 4.64 -4.89 3.60 0.123
H 5.14 -4.18 2.07 0.120
H 4.16 -2.33 1.31 0.090
H 4.20 -1.17 2.68 0.070
H 2.66 -1.82 2.11 0.078
H 5.47 -3.71 5.73 0.075
H 5.05 -2.28 5.13 0.068


101
Properties=species:S:1:pos:R:3:lowdin_charge:R:1 method="wB97M-V/def2-TZVPD" relative_energy_kcal_mol=0.5 total_charge=+1 fmax_ev_per_a=3.6 orbital_gap_ev=7.44
Lu 13.81 8.06 11.75 1.758
C 12.69 11.79 16.13 -0.076
N 12.53 10.56 15.34 -0.163
C 11.13 10.05 15.48 -0.036
C 13.55 10.27 14.39 -0.367
N 13.34 10.04 13.07 -0.039
C 12.24 10.85 12.49 -0.220
C 12.44 11.28 11.05 -0.164
N 12.22 10.02 10.23 -0.141
C 13.17 10.12 9.02 -0.197
C 14.67 10.12 9.31 -0.198
N 15.07 8.84 9.98 -0.073
C 16.37 8.51 9.77 -0.323
N 17.28 8.07 10.74 -0.199
C 17.79 9.02 11.68 -0.071
C 17.83 6.69 10.85 -0.027
N 16.89 8.32 8.52 -0.143
C 18.29 8.34 8.24 -0.031
C 16.04 8.11 7.42 -0.049
C 10.93 10.11 9.50 -0.185
C 9.73 9.55 10.30 -0.211
N 8.52 9.48 9.52 0.077
C 7.60 8.61 9.69 -0.402
N 7.82 7.28 10.14 -0.195
C 8.74 6.35 9.47 -0.063
C 7.33 6.98 11.49 -0.055
N 6.32 8.86 9.25 -0.142
C 5.26 7.87 9.18 -0.045
C 6.02 10.20 8.80 -0.069
N 14.79 10.22 14.85 -0.149
C 16.00 10.60 14.04 -0.012
C 15.17 9.66 16.11 -0.034
H 11.87 12.52 15.90 0.100
H 13.76 12.13 15.99 0.106
H 12.62 11.59 17.22 0.088
H 11.13 9.59 16.51 0.101
H 10.98 9.21 14.78 0.079
H 10.34 10.81 15.40 0.093
H 12.15 11.78 13.07 0.125
H 11.31 10.30 12.43 0.089
H 13.42 11.69 10.78 0.100
H 11.72 12.07 10.72 0.138
H 13.01 10.96 8.35 0.127
H 12.93 9.27 8.35 0.114
H 14.95 10.87 10.00 0.082
H 15.17 10.27 8.37 0.105
H 18.90 9.00 11.55 0.103
H 17.29 10.00 11.58 0.101
H 17.65 8.63 12.71 0.073
H 17.61 6.06 9.99 0.086
H 17.48 6.11 11.72 0.072
H 18.98 6.81 10.85 0.117
H 18.96 8.44 9.07 0.083
H 18.45 9.32 7.73 0.121
H 18.55 7.50 7.63 0.099
H 14.99 8.28 7.62 0.073
H 16.03 7.05 7.18 0.105
H 16.32 8.70 6.54 0.112
H 11.03 9.58 8.57 0.104
H 10.77 11.20 9.33 0.124
H 9.57 10.23 11.14 0.105
H 9.99 8.59 10.75 0.095
H 8.18 5.47 9.09 0.078
H 9.52 5.96 10.12 0.046
H 9.20 6.85 8.56 0.102
H 8.21 6.75 12.08 0.053
H 6.75 5.97 11.40 0.114
H 6.75 7.79 11.93 0.087
H 5.61 6.88 8.81 0.109
H 4.47 8.30 8.62 0.067
H 4.83 7.82 10.16 0.072
H 5.18 10.29 8.10 0.087
H 6.90 10.62 8.34 0.055
H 5.92 10.95 9.61 0.092
H 15.67 10.95 13.05 0.085
H 16.62 9.76 13.90 0.029
H 16.59 11.31 14.67 0.112
H 14.24 9.41 16.62 0.096
H 15.71 10.42 16.66 0.086
H 15.87 8.79 15.94 0.107
O 13.30 6.53 10.06 -0.186
C 13.90 5.18 10.13 -0.143
C 13.64 4.56 11.53 -0.147
N 13.82 5.47 12.70 -0.191
C 12.55 5.44 13.56 -0.069
C 11.47 6.16 12.73 -0.551
O 10.53 5.41 12.35 0.008
O 11.80 7.43 12.44 -0.243
C 15.08 5.30 13.44 -0.091
C 15.71 6.66 13.84 -0.626
O 16.51 6.75 14.79 0.037
O 15.32 7.58 13.05 -0.223
H 12.45 6.50 9.60 0.119
H 14.99 5.27 10.06 0.105
H 13.59 4.52 9.35 0.123
H 14.39 3.72 11.63 0.139
H 12.60 4.18 11.44 0.128
H 12.77 6.07 14.41 0.120
H 12.21 4.47 13.93 0.133
H 15.92 4.82 12.77 0.152
H 14.92 4.67 14.38 0.154


Number 1: HOMO -0.39834 Ha, LUMO level -4.005 eV. Number 2: HOMO -0.35009 Ha, LUMO level -2.083 eV.